Entry 1:
C22H27ClFN4OS2SiTi | ωB97M-V/def2-TZVPD

E_HOMO (spin up / spin down) in eV: -11.223 / -11.223
Maximum force in eV Å⁻¹: 2.9
Total charge: +1

Last column: Mulliken charge in e.
Element x y z (Å)
Ti 7.9772 10.4745 10.1348  0.4385
C 8.0576 11.2305 14.1553  -1.3211
Si 7.5331 12.6514 12.9371  -0.0644
C 8.7056 14.0836 13.0008  -1.0523
C 5.7549 12.8803 13.3338  -1.1849
N 7.8309 12.0910 11.1732  0.3308
C 7.6938 13.1672 10.2337  -0.1370
C 6.6094 14.0041 10.3424  0.0315
C 6.4946 15.0387 9.4571  -0.7190
C 7.4720 15.3062 8.4940  -0.7833
C 8.5618 14.4678 8.3883  -0.4128
C 8.6882 13.4498 9.2865  0.7112
F 9.7327 12.6081 9.1285  -0.2072
H 7.6066 10.2934 13.9583  0.3143
H 7.7813 11.5002 15.2083  0.4383
H 9.0961 11.2018 14.2343  0.4075
H 8.8499 14.4937 13.9809  0.4504
H 8.4408 14.8862 12.2901  0.3066
H 9.6419 13.6928 12.7178  0.3442
H 5.7534 13.0963 14.4336  0.3751
H 5.1621 11.9523 13.2429  0.3517
H 5.1126 13.6424 12.8923  0.5225
H 5.9299 13.8373 11.1982  -0.0005
H 5.6469 15.7237 9.4862  0.4355
H 7.4130 16.2046 7.8927  0.4119
H 9.3389 14.6487 7.6636  0.5119
C 8.7338 7.2003 14.0140  -0.6385
O 9.6088 8.0794 13.2319  -0.2843
C 9.1009 8.7038 12.1880  0.8437
S 7.5633 8.3358 11.4288  -0.3914
S 10.0265 9.8947 11.5192  -0.3805
H 8.6278 7.6998 14.9641  0.2690
H 9.1229 6.2256 14.1619  0.2952
H 7.8039 7.0840 13.5077  0.3708
Cl 5.2166 10.1848 9.8368  -0.1189
C 5.4157 9.5594 8.2499  0.7334
C 4.6352 8.5244 7.8437  -0.6394
C 5.0394 7.8289 6.6971  -0.5503
C 6.1775 8.2473 5.9731  -0.7043
C 6.9552 9.3246 6.3816  -0.4956
C 6.5945 9.9504 7.5553  0.7182
C 7.3936 11.0220 8.1795  -2.0243
H 3.8383 8.1923 8.4780  0.4685
H 4.5101 6.8911 6.5558  0.3731
H 6.3888 7.6318 5.1044  0.4058
H 7.7837 9.6247 5.7655  0.4884
H 6.8014 11.9250 8.3923  0.7096
H 8.1778 11.2785 7.4788  0.5457
N 12.3757 9.2227 7.2534  -0.4123
C 11.0645 8.7658 7.4109  0.4533
C 10.2994 9.5280 8.3154  -0.3003
N 9.1554 9.1189 8.8071  1.0743
C 8.7221 7.9136 8.3143  -0.6546
C 9.4070 7.2482 7.3530  -0.4690
N 10.5995 7.6717 6.8203  -0.6353
H 12.7534 9.9865 7.7640  0.1916
H 12.8693 8.8364 6.4858  0.2542
H 10.6719 10.4891 8.6505  0.1893
H 7.7336 7.5389 8.5284  0.4375
H 8.9519 6.3157 6.9577  0.3777

Force components x, y, z for each atom (eV/Å):
-0.2 0.2 1.3
-1.4 2.5 0.6
1.1 -1.8 -0.4
-1.3 0.6 -0.1
-1.3 0.1 1.1
-0.4 -0.9 -0.3
1.4 -0.7 0.9
-0.5 0.0 0.4
-0.5 1.6 -0.8
-0.4 0.0 0.4
0.3 0.6 -0.1
-1.1 -0.2 0.1
0.4 -0.6 0.4
-0.3 -1.0 -0.4
-0.3 0.0 -0.9
1.9 -0.5 -0.3
-0.2 0.4 0.6
0.1 -0.3 0.4
1.3 -0.5 -0.5
0.0 -0.1 -0.7
0.5 0.1 0.0
0.3 0.2 -0.1
0.2 0.2 -1.2
0.1 -0.2 0.2
-0.2 -0.2 -0.2
0.1 -0.1 -0.1
0.1 1.1 -0.1
-0.9 -0.5 -0.2
-0.4 -0.9 0.0
0.5 0.8 0.4
0.4 0.8 -0.2
-0.2 0.1 0.3
1.0 -0.7 -0.1
-0.8 0.1 -0.2
-0.1 0.7 1.0
1.8 -0.2 -1.1
0.4 -0.5 -0.6
0.4 0.4 0.7
-1.4 -1.1 0.1
-1.2 -0.8 -0.4
-1.0 0.8 1.2
-0.1 0.3 -0.3
-0.4 -0.2 0.0
0.2 0.2 -0.8
0.4 0.3 0.0
0.4 0.2 0.2
0.0 -0.3 -0.2
0.5 0.3 0.2
-2.0 -1.4 -0.7
1.5 0.8 0.4
-0.2 0.2 0.5
-0.2 -1.1 -1.1
-0.4 0.8 0.4
1.1 -0.5 -1.5
-0.7 -0.1 1.1
0.0 0.4 0.2
0.7 -0.2 -0.4
0.1 0.0 0.0
0.0 0.2 0.7
0.6 0.8 0.1



Entry 2:
C5H8 | ωB97M-V/def2-TZVPD

E_HOMO in eV: -8.367
Maximum force in eV Å⁻¹: 0.5

Last column: Mulliken charge in e.
Element x y z (Å)
C 0.9072 -0.0482 0.6358  -0.4756
C 0.6295 -0.4534 -0.8364  -0.5117
C -0.8466 -0.0241 -1.0713  -0.3435
C -1.5673 0.2856 0.1660  -0.6636
C -0.4842 0.3486 1.2067  -0.3827
H 1.6017 0.7997 0.6807  0.2624
H 1.3524 -0.8796 1.2001  0.2512
H 1.3307 0.0428 -1.5208  0.2650
H 0.7348 -1.5377 -0.9859  0.2860
H -1.3732 -0.5036 -1.9053  0.4492
H -0.9420 1.0850 -1.2557  0.2066
H -0.4752 1.2921 1.7716  0.3781
H -0.8678 -0.4071 1.9146  0.2787

Force components x, y, z for each atom (eV/Å):
-0.1 0.0 -0.2
-0.1 0.1 0.1
0.2 -0.2 0.3
0.5 0.0 -0.1
0.0 -0.2 0.0
-0.1 -0.2 0.0
-0.1 0.3 -0.1
-0.2 -0.2 0.1
-0.1 0.3 0.0
0.0 0.2 0.3
0.2 0.0 -0.2
-0.2 -0.3 -0.1
0.1 0.1 0.0



Entry 3:
C3H6N2O3 | ωB97M-V/def2-TZVPD

E_HOMO in eV: -8.017
Maximum force in eV Å⁻¹: 3.2

Last column: Mulliken charge in e.
Element x y z (Å)
C -0.7759 0.9476 0.6222  -1.2373
C -0.0499 -1.3259 0.5569  0.6865
C 0.4504 0.2918 -0.6667  0.7119
N 1.2582 1.2837 -1.1615  -0.4557
O -0.7405 -1.4860 -0.5650  -0.1571
O -0.2705 -2.1777 1.5402  -0.4319
N -0.2272 -0.5080 -1.4878  -0.6269
O 1.1153 -0.7646 0.4008  -0.4169
H -1.1059 -2.6451 1.3827  0.3664
H 2.2467 1.3141 -0.9672  0.2294
H 1.0353 1.5548 -2.1094  0.2391
H -1.7956 0.7543 0.3039  0.3017
H -0.6273 0.7695 1.6892  0.3427
H -0.5132 1.9913 0.4617  0.4481

Force components x, y, z for each atom (eV/Å):
1.5 0.3 -1.1
1.3 -2.0 -2.2
-2.4 -0.1 2.0
0.4 0.7 -0.2
-0.1 1.2 1.7
0.1 0.8 -0.2
0.3 -0.4 -1.0
-0.7 0.4 0.9
0.1 0.0 -0.1
-0.2 -0.4 0.2
0.0 -0.3 0.0
0.0 -0.1 -0.1
0.0 -0.2 -0.1
-0.2 0.1 0.0



Across the entries above, energy above the lowest of the compared OMol25 structures with the same formula, charge and spin takes the values 90.3; 285.4; 604.7 kJ/mol, respectively.